Computed, not measured: a cluster of 14 separate species, C37H86N12O18 in total in a non-equilibrium geometry, with ωB97M-V with the def2-TZVPD basis set.

Geometry as XYZ:
```
153
Properties=species:S:1:pos:R:3:forces:R:3
C 21.299 9.724 34.499 -1.0 -1.7 0.1
O 21.504 10.417 33.271 1.0 5.4 6.6
C 21.300 9.952 32.176 0.6 -7.2 -5.8
O 20.997 8.724 32.072 -0.1 3.3 -1.4
O 21.801 10.766 31.173 -1.9 -0.2 3.1
C 21.706 10.324 29.872 -0.1 -0.5 -2.3
H 20.802 10.253 35.311 0.5 1.2 -0.5
H 22.237 9.293 34.850 0.0 0.2 -0.2
H 20.574 8.928 34.327 0.4 -0.3 -0.3
H 20.814 9.806 29.519 -0.5 -0.4 1.1
H 22.550 9.659 29.690 0.1 0.2 -0.5
H 21.632 11.201 29.228 0.9 0.1 0.0
C 24.706 17.139 28.883 -0.1 1.3 2.2
O 25.650 16.331 28.207 -1.0 -0.7 -3.7
C 25.350 16.014 26.864 0.7 -0.4 -0.7
O 24.300 16.218 26.261 2.1 -0.3 1.8
O 26.478 15.426 26.298 -1.2 0.6 1.5
C 26.427 14.823 24.975 -1.3 1.0 0.0
H 23.661 17.297 28.614 0.1 -1.1 -0.9
H 25.034 18.170 29.020 0.7 0.1 -0.7
H 24.747 16.814 29.922 -0.3 -0.5 -0.1
H 25.931 15.534 24.314 0.1 0.1 -0.1
H 25.797 13.934 24.973 0.4 -0.2 0.2
H 27.439 14.667 24.600 -0.1 -0.1 0.6
C 17.748 9.605 27.856 -0.3 0.7 0.7
C 16.594 10.390 28.474 0.2 -2.5 -0.4
O 16.468 11.554 28.274 -0.1 3.3 -0.3
N 15.675 9.701 29.162 1.2 -1.8 0.1
C 14.550 10.185 29.888 -0.6 0.5 -0.7
H 18.537 10.356 27.813 0.4 -0.3 -0.3
H 17.474 9.297 26.847 0.1 -0.1 0.1
H 18.049 8.760 28.475 0.0 -0.1 -0.2
H 15.901 8.723 29.271 -0.2 0.2 0.1
H 13.768 10.476 29.187 -0.4 -0.4 0.0
H 14.736 11.137 30.385 0.4 -0.4 0.7
H 14.252 9.326 30.490 -0.4 0.7 0.4
C 21.309 19.340 26.941 -0.2 0.9 0.0
C 20.482 18.445 27.867 -0.4 2.9 -0.6
O 20.000 18.960 28.877 0.4 -1.4 -0.1
N 20.193 17.285 27.308 -0.2 -1.5 0.1
C 19.363 16.236 27.841 0.6 -1.1 -0.1
H 20.992 20.370 27.103 0.2 0.0 0.7
H 21.039 19.267 25.887 0.4 -0.9 -0.2
H 22.381 19.291 27.131 0.0 -0.2 -0.3
H 20.631 16.986 26.449 0.2 0.6 0.0
H 19.638 15.402 27.195 -0.8 -0.2 -0.3
H 18.291 16.432 27.826 0.2 0.0 0.2
H 19.711 15.825 28.789 -0.3 0.7 0.5
C 20.673 17.583 22.879 0.3 -1.2 0.2
C 21.493 16.705 23.859 1.8 4.0 -2.2
O 20.971 15.913 24.543 -3.1 -3.6 2.9
N 22.799 16.947 24.021 1.3 0.4 -1.4
C 23.571 17.576 22.947 0.1 0.7 0.7
H 21.035 18.583 22.640 0.0 -0.1 0.5
H 19.679 17.528 23.322 0.0 0.5 -0.2
H 20.623 17.049 21.930 -0.1 0.0 -0.2
H 23.273 16.479 24.780 0.0 -0.2 -0.1
H 24.650 17.580 23.100 -0.1 -0.6 0.4
H 23.347 18.642 22.985 -0.2 0.1 -0.7
H 23.394 17.111 21.977 -0.2 0.2 0.0
C 18.741 13.083 30.101 1.2 -1.4 -1.2
C 17.536 13.878 30.422 0.0 0.0 -2.4
O 17.064 14.563 29.502 0.0 -0.1 1.7
N 16.998 13.693 31.633 -1.4 0.1 0.7
C 15.826 14.441 32.036 -0.7 1.2 -0.3
H 19.687 13.625 30.098 -0.1 0.1 0.6
H 18.691 12.753 29.064 -0.4 0.5 -0.3
H 18.846 12.089 30.535 0.1 0.3 1.0
H 17.415 13.084 32.322 0.2 0.2 -0.4
H 15.314 14.926 31.204 0.9 0.1 -0.6
H 16.139 15.264 32.679 -0.3 -0.1 0.4
H 14.942 13.921 32.405 0.7 -0.8 0.8
C 23.004 13.721 21.266 1.6 0.7 -0.8
C 21.619 13.189 21.383 -0.1 -2.7 -0.1
O 21.350 12.015 21.137 0.3 0.2 -0.4
N 20.684 14.011 21.840 -0.5 1.0 0.8
C 19.241 13.640 21.915 0.8 1.1 -0.3
H 23.756 13.059 20.837 -0.5 -1.0 0.5
H 23.422 14.101 22.198 -0.2 0.2 0.1
H 23.116 14.472 20.484 -0.6 0.8 0.3
H 21.097 14.855 22.208 -1.0 0.2 0.1
H 19.052 12.684 22.403 0.3 0.0 -0.3
H 18.894 13.711 20.885 -0.3 -0.7 0.1
H 18.684 14.409 22.449 0.3 0.1 0.2
C 18.616 12.876 25.960 0.2 0.8 1.0
C 20.080 12.521 26.200 -0.2 -0.6 -0.5
O 20.450 11.748 27.070 -0.5 -0.7 1.4
N 21.035 13.045 25.410 -1.9 1.0 -1.2
C 22.417 12.875 25.608 1.2 0.2 1.1
H 17.833 12.162 26.218 0.5 -1.2 -1.2
H 18.421 13.509 25.094 -0.1 -0.4 0.0
H 18.260 13.414 26.838 0.7 1.2 0.3
H 20.772 13.564 24.585 -0.2 0.2 0.3
H 22.799 11.994 25.092 0.4 0.2 -0.1
H 22.658 12.804 26.669 -0.3 -0.6 0.2
H 22.917 13.820 25.395 0.2 -0.1 -0.8
C 23.739 7.674 25.215 0.0 -0.9 1.6
C 24.398 8.935 24.747 0.7 -0.2 2.3
O 25.063 9.642 25.560 -1.5 -1.1 -2.7
N 24.168 9.150 23.441 1.4 0.8 0.3
C 24.789 10.246 22.789 -0.9 2.2 -1.5
H 23.898 7.551 26.286 -0.1 0.5 0.1
H 24.214 6.751 24.882 0.0 0.2 -0.9
H 22.659 7.640 25.078 0.3 0.0 -0.4
H 23.624 8.543 22.844 0.1 -0.2 0.7
H 25.668 10.116 22.158 0.1 -0.8 0.3
H 24.984 11.121 23.409 0.1 -0.5 0.7
H 24.006 10.640 22.140 0.1 0.1 -0.5
O 28.007 11.437 27.039 1.5 -0.8 -0.6
C 27.242 12.223 27.534 0.3 0.2 0.6
N 25.943 12.139 27.283 -0.6 0.5 -0.2
C 27.651 13.262 28.526 0.7 0.8 0.0
H 25.340 12.877 27.616 -0.5 -0.7 -0.1
H 25.748 11.384 26.641 -0.9 0.0 -0.1
H 27.885 12.779 29.475 -0.5 0.1 0.2
H 26.921 14.071 28.558 -0.1 -0.2 0.6
H 28.598 13.730 28.259 0.0 -0.1 -0.4
O 19.417 7.354 25.712 0.4 -0.4 -0.6
C 20.311 8.196 25.786 -3.3 -0.3 -1.7
N 21.016 8.318 26.858 2.6 0.0 4.4
C 20.466 9.273 24.792 0.0 1.3 -0.7
H 20.930 7.620 27.584 -0.5 -0.3 -0.3
H 21.374 9.163 27.280 0.2 0.4 -1.0
H 19.706 10.007 25.061 -0.2 0.1 0.1
H 20.239 9.024 23.756 0.2 -0.4 0.2
H 21.405 9.818 24.896 0.1 -0.2 -0.2
O 23.667 13.196 29.087 -0.1 -0.8 0.5
C 23.452 13.546 30.258 1.3 -0.8 -4.2
N 22.598 14.554 30.398 -0.5 1.0 2.5
C 24.367 13.063 31.316 0.3 0.7 1.2
H 22.283 15.040 29.571 0.2 -0.2 0.1
H 22.860 15.083 31.218 -0.9 0.6 -0.1
H 24.697 13.967 31.828 0.4 0.2 0.1
H 25.231 12.618 30.822 -0.3 -0.2 0.2
H 23.977 12.468 32.141 -0.3 -0.3 -0.5
O 13.517 15.125 26.763 -0.5 1.4 -1.3
C 13.816 14.124 27.351 -0.6 0.1 1.6
N 14.720 13.247 26.898 0.1 0.2 -0.7
C 13.257 13.884 28.711 0.3 -0.8 1.3
H 15.222 13.737 26.171 0.5 -0.8 -0.4
H 15.228 12.661 27.545 0.2 0.0 0.0
H 13.451 12.863 29.038 -0.3 -0.2 -0.1
H 12.217 14.157 28.887 0.1 0.0 -0.4
H 13.872 14.457 29.404 0.0 0.4 -0.1
O 16.015 12.329 24.367 -1.0 -3.0 -0.5
C 15.607 11.124 24.404 2.5 5.1 0.1
N 14.371 10.807 24.771 -0.6 -1.6 0.6
C 16.531 9.996 24.066 0.3 0.3 0.0
H 13.760 11.484 25.207 0.4 0.3 0.0
H 14.500 9.935 25.263 -1.2 -0.3 0.1
H 17.527 10.416 23.922 -0.2 0.0 -0.5
H 16.110 9.538 23.171 0.4 -0.4 0.0
H 16.683 9.290 24.882 -0.5 -0.3 -0.1
```
Positions in Å, forces in eV/Å.

Values from the calculation:
Total charge: 0
LUMO energy (eV): 0.18
HOMO-LUMO gap (eV): 9.07